[1]
Density functional theory data (ωB97M-V with the def2-TZVPD basis set) for an isolated molecule of C27H38N4O5 in a non-equilibrium geometry.

Values from the calculation:
ΔE to the lowest compared entry with this formula, charge and spin in kcal per mole: 0.0
Highest occupied orbital energy in Eh: -0.3276
HOMO-LUMO gap in eV: 9.57
Energy in eV: -44814.825
Total charge: 0
E_LUMO in eV: 0.7
Structure (SMILES): Cc1cc(NC(=O)CCC(=O)N(CCC(C)C)[C@H](C(=O)NC[C@H]2CCCO2)c2ccccc2C)no1
Molar mass in g/mol: 498.62

Each line ends with the natural charge from an NBO analysis.
Element x y z (Å)
C -5.404 1.179 2.699  -0.660
C -4.043 1.706 2.434  0.338
C -3.501 2.331 1.351  -0.380
C -2.156 2.572 1.747  0.315
N -1.150 3.198 1.051  -0.626
C -1.219 3.622 -0.243  0.691
O -2.203 3.509 -0.941  -0.616
C 0.079 4.241 -0.738  -0.485
C 0.968 3.150 -1.353  -0.491
C 1.346 2.142 -0.281  0.713
O 1.510 2.510 0.877  -0.680
N 1.444 0.839 -0.617  -0.421
C 1.394 0.313 -1.970  -0.246
C 2.685 0.615 -2.738  -0.406
C 2.813 -0.125 -4.076  -0.211
C 1.621 0.134 -4.995  -0.610
C 3.024 -1.623 -3.875  -0.621
C 1.636 -0.074 0.508  -0.171
C 2.432 -1.311 0.054  0.694
O 3.568 -1.228 -0.361  -0.628
N 1.771 -2.478 0.187  -0.624
C 2.200 -3.689 -0.466  -0.238
C 1.059 -4.240 -1.331  0.092
C -0.127 -4.798 -0.507  -0.446
C -1.313 -3.913 -0.905  -0.428
C -0.851 -3.351 -2.249  -0.065
O 0.543 -3.177 -2.122  -0.544
C 0.317 -0.417 1.165  -0.086
C -0.866 -0.383 0.435  -0.210
C -2.072 -0.742 1.012  -0.224
C -2.105 -1.135 2.337  -0.196
C -0.937 -1.148 3.077  -0.227
C 0.281 -0.796 2.512  0.095
C 1.527 -0.816 3.342  -0.659
N -1.941 2.122 2.962  -0.178
O -3.110 1.583 3.394  -0.282
H -5.369 0.100 2.842  0.227
H -6.056 1.409 1.862  0.233
H -5.808 1.624 3.607  0.235
H -3.951 2.591 0.419  0.262
H -0.242 3.193 1.510  0.452
H -0.165 4.979 -1.502  0.237
H 0.607 4.723 0.085  0.233
H 0.440 2.683 -2.181  0.225
H 1.882 3.608 -1.736  0.243
H 1.254 -0.766 -1.906  0.239
H 0.532 0.728 -2.499  0.205
H 3.526 0.331 -2.103  0.241
H 2.750 1.690 -2.919  0.193
H 3.710 0.277 -4.564  0.198
H 1.430 1.201 -5.091  0.203
H 0.726 -0.351 -4.612  0.197
H 1.820 -0.265 -5.987  0.211
H 3.267 -2.098 -4.823  0.204
H 3.844 -1.796 -3.182  0.216
H 2.131 -2.097 -3.477  0.218
H 2.264 0.466 1.228  0.272
H 0.809 -2.443 0.491  0.414
H 3.062 -3.431 -1.085  0.238
H 2.502 -4.446 0.266  0.198
H 1.464 -5.021 -1.991  0.182
H -0.312 -5.837 -0.777  0.218
H 0.074 -4.755 0.562  0.213
H -1.455 -3.102 -0.189  0.216
H -2.244 -4.468 -0.991  0.218
H -1.070 -4.060 -3.061  0.163
H -1.286 -2.381 -2.494  0.194
H -0.853 -0.069 -0.597  0.215
H -2.979 -0.707 0.426  0.217
H -3.038 -1.420 2.799  0.211
H -0.971 -1.433 4.119  0.211
H 2.300 -1.429 2.880  0.219
H 1.318 -1.206 4.334  0.219
H 1.917 0.196 3.448  0.231



[2]
Density functional theory data (ωB97M-V with the def2-TZVPD basis set) for a 3-piece molecular cluster, C27H38N5O5 overall in a non-equilibrium geometry.

Values from the calculation:
Highest occupied orbital energy in Eh: -0.4473
HOMO-LUMO gap in eV: 7.60
Energy in eV: -46293.580
Total charge: +1
E_LUMO in eV: -4.6
Molar mass in g/mol: 512.63

Each line ends with the Löwdin charge.
Element x y z (Å)
C -3.880 -0.034 -0.452  -0.006
C -2.480 -0.159 0.223  -0.062
C -1.419 0.754 -0.311  -0.126
N -1.704 1.632 -1.376  0.138
C -0.085 0.726 0.307  0.036
C 1.106 1.624 -0.086  -0.384
O 1.314 2.081 -1.178  0.159
O 2.046 1.879 0.932  -0.062
C 3.314 1.279 0.536  -0.165
C 4.033 0.444 1.677  -0.166
C 3.539 0.764 3.145  -0.168
C 4.233 -0.288 4.123  -0.245
O 5.512 0.264 4.512  -0.081
C 0.148 -0.237 1.411  0.134
C -0.955 -1.088 1.856  -0.184
O -0.654 -1.977 2.904  0.068
C -0.344 -3.270 2.405  -0.377
O -0.064 -4.111 3.205  0.183
C -0.393 -3.673 0.907  -0.114
C -1.538 -4.490 0.432  -0.024
C -1.625 -4.931 -0.975  -0.061
C -0.589 -4.597 -1.975  -0.054
C 0.550 -3.786 -1.494  -0.050
C 0.634 -3.336 -0.087  -0.017
N -2.226 -1.031 1.280  0.077
C -3.311 -1.910 1.810  -0.179
N -4.444 -1.105 2.330  0.030
H -3.716 -0.275 -1.545  0.047
H -4.628 -0.771 -0.078  0.074
H -4.259 1.030 -0.435  0.123
H -2.317 1.201 -2.090  0.046
H -0.847 1.856 -1.899  0.102
H 3.241 0.603 -0.362  0.134
H 3.995 2.129 0.229  0.130
H 3.924 -0.652 1.408  0.109
H 5.142 0.671 1.659  0.126
H 2.418 0.693 3.235  0.093
H 3.892 1.796 3.430  0.125
H 4.340 -1.304 3.654  0.118
H 3.548 -0.398 5.009  0.120
H 6.124 0.012 3.798  0.088
H 1.156 -0.267 1.894  0.124
H -2.355 -4.796 1.131  0.114
H -2.493 -5.538 -1.326  0.100
H -0.630 -4.947 -3.040  0.108
H 1.342 -3.554 -2.249  0.106
H 1.534 -2.735 0.180  0.107
H -2.961 -2.557 2.655  0.140
H -3.671 -2.613 1.003  0.140
H -5.248 -1.711 2.512  0.098
H -4.167 -0.596 3.171  0.094
C -5.214 -1.298 -6.497  -0.104
C -4.671 -2.424 -5.622  -0.260
C -4.609 -2.049 -4.138  -0.172
C -3.711 -0.879 -3.945  -0.199
N -3.017 0.027 -3.796  0.164
H -4.571 -0.416 -6.462  0.073
H -5.268 -1.619 -7.538  0.079
H -6.218 -1.005 -6.180  0.081
H -3.674 -2.699 -5.976  0.114
H -5.308 -3.304 -5.740  0.113
H -4.228 -2.889 -3.553  0.113
H -5.605 -1.799 -3.764  0.124
C 4.474 7.320 0.924  -0.108
C 3.712 6.011 0.752  -0.268
C 4.011 4.998 1.861  -0.184
C 5.460 4.660 1.862  -0.234
N 6.580 4.397 1.862  0.146
H 5.554 7.167 0.874  0.073
H 4.209 8.021 0.130  0.075
H 4.238 7.789 1.883  0.079
H 3.964 5.579 -0.221  0.112
H 2.640 6.222 0.743  0.108
H 3.433 4.085 1.702  0.087
H 3.737 5.406 2.837  0.122



[3]
Density functional theory data (ωB97M-V with the def2-TZVPD basis set) for a 7-piece molecular cluster, C27H38O13 overall in a non-equilibrium geometry.

Values from the calculation:
ΔE to the lowest compared entry with this formula, charge and spin in kcal per mole: 23.7
Highest occupied orbital energy in Eh: -0.3248
HOMO-LUMO gap in eV: 6.70
Energy in eV: -55218.722
Total charge: 0
E_LUMO in eV: -2.1
Structure (SMILES): O=C1C=C(O)C(=O)C=C1O.O=C1C=C(O)C(=O)C=C1O.CC(C)=O.CC(C)=O.CC(C)=O.CC(C)=O.CC(C)=O
Molar mass in g/mol: 570.59

Each line ends with the Löwdin charge.
Element x y z (Å)
O 0.215 -3.115 0.491  0.018
C 1.429 -3.036 0.106  -0.360
C 1.629 -3.257 -1.368  0.087
C 3.032 -3.116 -1.998  -0.144
O 3.276 -3.311 -3.273  0.130
C 4.287 -2.688 -1.128  -0.387
O 5.367 -2.472 -1.611  0.111
C 4.006 -2.425 0.295  0.103
C 2.561 -2.543 0.818  -0.178
O 2.324 -2.210 2.132  -0.009
H 0.677 -3.633 -1.827  0.122
H 2.490 -3.555 -3.694  0.099
H 4.990 -1.984 0.829  0.167
H 1.282 -1.938 2.395  0.156
O -2.440 3.701 -5.642  0.107
C -2.630 2.877 -4.775  -0.390
C -3.789 2.063 -4.891  0.106
C -4.098 1.012 -3.807  -0.172
O -5.110 0.183 -3.880  0.152
C -3.157 0.733 -2.776  -0.412
O -3.166 -0.299 -2.133  0.122
C -2.143 1.731 -2.463  0.109
C -1.812 2.823 -3.500  -0.139
O -0.810 3.718 -3.387  0.079
H -4.536 2.171 -5.531  0.059
H -5.611 0.549 -4.627  0.139
H -1.467 1.755 -1.505  0.132
H -0.913 4.117 -4.280  0.119
C -3.061 -3.120 0.910  -0.018
C -3.946 -3.919 1.980  -0.516
C -4.029 -3.405 3.387  -0.037
O -4.517 -4.928 1.804  0.086
H -1.974 -2.909 1.280  0.058
H -3.433 -1.990 0.591  0.123
H -2.893 -3.680 -0.011  0.058
H -3.091 -2.829 3.599  0.074
H -4.232 -4.212 4.057  0.071
H -4.872 -2.674 3.339  0.100
C 2.339 2.722 -3.438  0.032
C 3.352 1.511 -3.889  -0.401
C 3.393 0.405 -2.870  -0.026
O 4.003 1.593 -4.905  0.069
H 1.996 3.158 -4.326  0.066
H 2.583 3.419 -2.889  -0.014
H 1.526 2.287 -3.074  0.010
H 4.039 -0.465 -2.992  0.065
H 2.350 0.026 -2.636  0.085
H 3.473 0.927 -1.855  0.111
C 1.403 1.289 1.419  0.008
C 0.382 0.395 0.609  -0.330
C -1.102 0.136 1.129  0.021
O 0.741 0.050 -0.554  0.000
H 2.431 0.916 1.136  0.116
H 1.264 1.498 2.403  0.041
H 1.402 2.222 1.124  -0.009
H -1.921 0.033 0.424  0.060
H -1.280 1.190 1.483  0.099
H -0.997 -0.599 1.756  -0.016
C -0.107 -3.590 4.251  0.002
C 0.373 -2.262 4.713  -0.533
C 0.995 -2.177 6.058  0.023
O 0.374 -1.408 3.925  0.085
H -0.889 -3.996 4.672  0.013
H 0.629 -4.379 4.671  0.120
H 0.165 -3.660 3.084  0.133
H 0.255 -2.461 6.707  0.067
H 1.175 -1.236 6.199  0.025
H 1.874 -2.908 6.144  0.143
C 0.787 4.683 2.281  -0.052
C 0.813 5.564 1.101  -0.476
C -0.261 5.256 0.039  -0.029
O 1.631 6.492 0.943  0.041
H 0.413 5.278 3.290  0.154
H 1.850 4.606 2.747  0.123
H 0.279 3.798 2.329  0.010
H -0.539 4.200 -0.282  0.076
H 0.073 5.454 -1.073  0.112
H -1.107 5.820 0.264  0.050